Entry one
Molecular formula: C4H5OP
Method: DFT, ωB97M-V with the def2-TZVPD basis set

Atoms and positions in Å:
O (0.202, 0.050, -2.599)
P (-0.762, 0.011, -1.239)
C (-0.119, -1.189, -0.140)
C (-0.008, -0.623, 1.095)
C (-0.031, 0.819, 1.125)
C (-0.288, 1.419, -0.102)
H (-0.350, -0.094, -3.407)
H (0.098, -2.248, -0.390)
H (0.262, -1.090, 2.022)
H (-0.128, 1.259, 2.162)
H (-0.406, 2.467, -0.432)

Summary:
HOMO ... -0.3176 hartree
E_LUMO ... 0.0 eV
Net charge ... 0
Molar mass ... 100.1 g mol⁻¹


Entry two
Molecular formula: C4H5OP
Method: DFT, ωB97M-V with the def2-TZVPD basis set

Atoms and positions in Å:
C (2.130, -0.260, -1.354)
P (0.607, 0.238, -0.399)
C (1.216, -0.126, 1.305)
O (0.611, -1.090, 0.802)
H (2.288, -1.281, -1.297)
H (2.998, 0.186, -0.783)
H (2.038, 0.218, -2.325)
C (-2.488, 0.330, 1.348)
C (-3.428, 0.813, 0.791)
H (-1.868, -0.374, 1.789)
H (-4.104, 1.345, 0.123)

Summary:
HOMO ... -0.3225 hartree
E_LUMO ... 0.5 eV
Net charge ... 0
Molar mass ... 100.1 g mol⁻¹


Stability check: which of them is least stable? entry two.


Entry one
Molecular formula: C8H17N2O2
Method: DFT, ωB97M-V with the def2-TZVPD basis set

Atoms and positions in Å:
C (0.493, -2.076, -1.036)
C (-0.326, -0.110, 0.033)
C (-1.046, -1.395, 2.024)
C (0.083, 0.793, 2.377)
C (-1.532, -0.609, -0.760)
C (1.610, 1.511, -0.174)
C (0.038, 1.417, -1.974)
C (-0.392, -0.219, 1.387)
N (1.669, -1.769, -1.544)
N (0.199, 1.206, -0.518)
O (2.241, -0.794, -1.956)
O (0.150, -2.837, -0.167)
H (-0.028, -2.111, -2.053)
H (-0.857, -1.406, 3.093)
H (-0.681, -2.325, 1.592)
H (-2.125, -1.367, 1.869)
H (-0.660, 0.819, 3.175)
H (1.022, 0.509, 2.847)
H (0.172, 1.803, 1.987)
H (-2.370, 0.070, -0.579)
H (-1.390, -0.672, -1.834)
H (-1.831, -1.586, -0.400)
H (1.777, 2.585, -0.244)
H (1.858, 1.178, 0.826)
H (2.271, 1.007, -0.877)
H (0.415, 2.408, -2.229)
H (0.630, 0.686, -2.523)
H (-1.004, 1.364, -2.279)
H (-0.384, 1.920, -0.063)

Summary:
HOMO (spin up / spin down) ... -0.4835 / -0.4835 hartree
E_LUMO (spin up / spin down) ... -4.9 / -4.9 eV
Net charge ... +1
Molar mass ... 173.2 g mol⁻¹


Entry two
Molecular formula: C8H17N2O2
Method: DFT, ωB97M-V with the def2-TZVPD basis set

Atoms and positions in Å:
C (2.759, -1.798, -0.873)
C (1.739, -2.050, 0.187)
O (0.380, -1.666, -0.130)
C (-0.017, -0.484, 0.310)
C (-1.186, 0.105, 0.489)
O (-2.398, -0.016, 0.021)
C (-2.480, -0.698, -1.218)
C (-1.568, 0.022, -2.274)
C (-0.742, 1.348, 1.285)
N (-1.027, 2.654, 0.553)
C (0.792, 0.899, 1.312)
N (1.199, 0.639, 2.666)
H (2.565, -2.313, -1.808)
H (3.032, -0.836, -1.046)
H (3.785, -2.243, -0.668)
H (1.900, -1.496, 1.066)
H (1.725, -3.070, 0.394)
H (-2.124, -1.733, -1.283)
H (-3.470, -0.517, -1.488)
H (-1.640, 1.162, -2.138)
H (-0.600, -0.224, -2.036)
H (-2.097, -0.154, -3.175)
H (-1.113, 1.557, 2.278)
H (-2.028, 2.913, 0.758)
H (-1.032, 2.691, -0.454)
H (-0.304, 3.402, 0.786)
H (1.336, 1.534, 0.483)
H (2.074, 0.101, 2.719)
H (0.540, 0.271, 3.285)

Summary:
HOMO ... -0.4303 hartree
E_LUMO ... -3.4 eV
Net charge ... +1
Molar mass ... 173.2 g mol⁻¹


Stability check: which of them is least stable? entry one.


Entry one
Molecular formula: C6H8N2O2
Method: DFT, ωB97M-V with the def2-TZVPD basis set

Atoms and positions in Å:
O (-0.017, 0.687, 4.416)
C (-0.140, 0.411, 3.172)
C (-0.475, 1.503, 2.163)
C (-0.863, 1.015, 0.996)
N (-0.774, -0.276, 0.667)
C (-0.386, -1.301, 1.406)
O (-0.271, -2.473, 1.190)
N (-0.132, -0.851, 2.703)
H (-0.968, 2.435, 2.851)
H (-1.290, 1.590, 0.242)
H (-1.290, -0.704, -0.229)
H (0.352, -1.567, 3.324)
C (0.891, 0.043, -4.354)
C (1.311, -0.327, -3.246)
H (-0.278, 0.362, -4.447)
H (1.480, 0.386, -5.227)
H (0.488, -0.513, -2.497)
H (2.362, -0.418, -3.127)

Summary:
HOMO ... -0.3572 hartree
E_LUMO ... 0.2 eV
Net charge ... 0
Molar mass ... 140.1 g mol⁻¹


Entry two
Molecular formula: C6H8N2O2
Method: DFT, ωB97M-V with the def2-TZVPD basis set

Atoms and positions in Å:
O (-1.016, -1.051, -1.913)
C (-0.194, -0.718, -1.109)
C (-0.100, -1.293, 0.272)
C (0.786, -0.652, 1.085)
N (1.583, 0.416, 0.740)
C (1.295, 1.196, -0.379)
O (1.883, 2.241, -0.550)
N (0.526, 0.486, -1.296)
H (-0.576, -2.191, 0.714)
H (1.073, -1.092, 2.030)
H (2.241, 0.931, 1.406)
H (0.221, 1.000, -2.099)
C (-2.250, 0.207, 1.745)
C (-2.179, -0.915, 1.047)
H (-2.471, 0.191, 2.801)
H (-2.088, 1.179, 1.292)
H (-2.310, -1.883, 1.515)
H (-1.930, -0.920, -0.023)

Summary:
HOMO ... -0.3134 hartree
E_LUMO ... 0.4 eV
Net charge ... 0
Molar mass ... 140.1 g mol⁻¹


Entry three
Molecular formula: C6H8N2O2
Method: DFT, ωB97M-V with the def2-TZVPD basis set

Atoms and positions in Å:
H (3.879, 0.945, 0.446)
N (3.255, -0.089, 0.259)
C (2.123, 0.450, 0.227)
O (2.477, 2.009, 0.389)
C (0.914, 0.148, -0.511)
C (-0.083, 1.019, -0.957)
C (-1.303, 0.448, -0.512)
O (-2.332, 1.130, 0.062)
C (-1.057, -0.900, -0.258)
C (-1.999, -1.963, 0.189)
N (0.302, -1.055, -0.278)
H (1.732, 2.430, 0.833)
H (0.047, 2.032, -1.332)
H (-2.019, 1.964, 0.435)
H (-1.778, -2.304, 1.211)
H (-3.022, -1.568, 0.190)
H (-1.945, -2.841, -0.473)
H (0.808, -1.855, 0.079)

Summary:
HOMO ... -0.2860 hartree
E_LUMO ... 0.3 eV
Net charge ... 0
Molar mass ... 140.1 g mol⁻¹


Entry four
Molecular formula: C6H8N2O2
Method: DFT, ωB97M-V with the def2-TZVPD basis set

Atoms and positions in Å:
C (-0.701, 1.069, 0.503)
C (0.217, 0.778, -0.604)
C (0.187, -0.402, -1.265)
C (-1.585, -1.288, 0.169)
C (1.134, 0.781, 0.938)
C (1.546, 0.136, -0.143)
H (-2.041, -0.044, 1.672)
H (0.857, 1.620, -0.876)
H (0.859, -0.675, -2.097)
H (-0.774, -2.260, -1.421)
H (0.857, 1.825, 0.980)
H (1.012, 0.170, 1.794)
H (1.943, 0.709, -1.014)
H (1.813, -0.916, -0.164)
N (-1.467, -0.076, 0.848)
N (-0.725, -1.382, -0.912)
O (-0.780, 2.121, 1.089)
O (-2.352, -2.165, 0.502)

Summary:
HOMO ... -0.2366 hartree
E_LUMO ... 0.4 eV
Net charge ... 0
Molar mass ... 140.1 g mol⁻¹


Stability check: which of them is least stable? entry four.


Entry one
Molecular formula: C6H8N2O2
Method: DFT, ωB97M-V with the def2-TZVPD basis set

Atoms and positions in Å:
H (-1.157, -1.001, 2.524)
N (-1.029, -1.377, 1.439)
C (-0.248, -0.492, 1.023)
O (-0.065, 0.455, 2.211)
C (-0.019, 0.085, -0.340)
O (1.314, -0.171, -0.706)
C (1.806, 0.532, -1.745)
C (3.253, 0.579, -1.694)
C (4.462, 0.591, -1.670)
N (1.062, 1.023, -2.641)
C (1.612, 1.643, -3.822)
H (0.073, 1.346, 1.861)
H (-0.219, 1.168, -0.324)
H (-0.715, -0.374, -1.060)
H (5.531, 0.590, -1.550)
H (1.732, 2.720, -3.637)
H (2.584, 1.232, -4.138)
H (0.899, 1.529, -4.651)

Summary:
HOMO ... -0.3691 hartree
E_LUMO ... 0.6 eV
Net charge ... 0
Molar mass ... 140.1 g mol⁻¹


Entry two
Molecular formula: C6H8N2O2
Method: DFT, ωB97M-V with the def2-TZVPD basis set

Atoms and positions in Å:
C (-1.357, 1.555, 2.479)
C (-0.065, 1.839, 2.629)
C (0.003, -0.405, -2.103)
C (1.064, -1.415, -1.739)
C (1.400, -1.587, -0.455)
C (-0.160, -0.032, 0.481)
H (-1.812, 0.657, 2.888)
H (-2.046, 2.325, 2.105)
H (0.619, 1.161, 3.117)
H (0.302, 2.807, 2.167)
H (-1.191, 0.869, -0.973)
H (1.654, -1.731, -2.561)
H (2.146, -2.420, -0.288)
H (1.227, -1.188, 1.522)
N (-0.617, -0.024, -0.791)
N (0.916, -0.976, 0.634)
O (-0.315, 0.036, -3.185)
O (-0.723, 0.563, 1.356)

Summary:
HOMO ... -0.2265 hartree
E_LUMO ... 0.4 eV
Net charge ... 0
Molar mass ... 140.1 g mol⁻¹


Stability check: which of them is least stable? entry two.


Entry one
Molecular formula: C5H13N2
Method: DFT, ωB97M-V with the def2-TZVPD basis set

Atoms and positions in Å:
C (-1.922, -0.473, -0.230)
C (-0.587, -1.183, -0.561)
C (0.484, -0.693, 0.344)
C (1.308, 0.416, 0.101)
N (2.198, 0.780, 0.988)
C (3.001, 2.022, 0.884)
N (-3.035, -1.025, -1.065)
H (-2.188, -0.680, 0.792)
H (-1.749, 0.561, -0.394)
H (-0.669, -2.274, -0.519)
H (-0.391, -1.012, -1.616)
H (0.643, -1.228, 1.266)
H (1.187, 0.934, -0.846)
H (2.179, 0.422, 1.935)
H (3.985, 1.751, 0.502)
H (2.523, 2.709, 0.223)
H (3.115, 2.437, 1.878)
H (-3.214, -1.991, -0.784)
H (-2.950, -0.922, -2.080)
H (-3.919, -0.552, -0.818)

Summary:
HOMO (spin up / spin down) ... -0.6549 / -0.7411 hartree
E_LUMO (spin up / spin down) ... -6.9 / -10.2 eV
Net charge ... +2
Multiplicity ... 2
Molar mass ... 101.2 g mol⁻¹


Entry two
Molecular formula: C5H13N2
Method: DFT, ωB97M-V with the def2-TZVPD basis set

Atoms and positions in Å:
C (1.581, 0.133, -0.742)
N (2.081, 1.491, -1.061)
C (0.099, 0.061, -0.543)
N (-0.341, 0.684, 0.727)
C (-1.672, 0.105, 1.161)
C (-1.444, -1.365, 0.828)
C (-0.475, -1.376, -0.337)
H (1.959, -0.469, -1.552)
H (1.999, -0.188, 0.255)
H (1.805, 2.449, -0.646)
H (2.116, 1.659, -2.015)
H (-0.326, 0.415, -1.479)
H (0.384, 0.522, 1.505)
H (-0.267, 1.705, 0.649)
H (-1.854, 0.221, 2.196)
H (-2.462, 0.521, 0.536)
H (-2.411, -1.739, 0.482)
H (-1.111, -2.039, 1.695)
H (-1.001, -1.709, -1.313)
H (0.462, -1.926, -0.167)

Summary:
HOMO (spin up / spin down) ... -0.7309 / -0.7307 hartree
E_LUMO (spin up / spin down) ... -7.9 / -13.2 eV
Net charge ... +2
Multiplicity ... 2
Molar mass ... 101.2 g mol⁻¹


Stability check: which of them is least stable? entry two.


Entry one
Molecular formula: C2H9N3O2
Method: DFT, ωB97M-V with the def2-TZVPD basis set

Atoms and positions in Å:
N (0.375, -1.999, -0.959)
C (1.177, -0.891, -0.988)
N (1.278, -0.143, 0.039)
N (2.003, 1.028, -0.036)
H (-0.249, -2.014, -0.148)
H (-0.054, -2.258, -1.834)
H (1.633, -0.656, -1.957)
H (2.475, 1.187, 0.845)
H (2.649, 1.077, -0.825)
O (-1.668, 1.134, -0.268)
C (-1.653, 0.245, 0.813)
O (-1.606, 0.903, 2.046)
H (-0.785, 1.524, -0.334)
H (-2.578, -0.345, 0.716)
H (-0.670, -0.337, 0.799)
H (-2.326, 1.545, 2.089)

Summary:
HOMO ... -0.3017 hartree
E_LUMO ... 1.0 eV
Net charge ... 0
Molar mass ... 107.1 g mol⁻¹


Entry two
Molecular formula: C2H9N3O2
Method: DFT, ωB97M-V with the def2-TZVPD basis set

Atoms and positions in Å:
N (-0.420, 1.637, 0.193)
N (-0.730, 0.339, -0.397)
N (-2.092, 0.032, -0.132)
C (0.272, -0.728, 0.376)
O (-0.139, -2.014, 0.063)
C (1.649, -0.493, -0.294)
O (2.360, 0.672, -0.039)
H (-0.741, 2.113, -0.547)
H (-1.016, 1.870, 1.118)
H (-2.180, 0.263, 0.911)
H (-2.318, -0.897, -0.362)
H (0.262, -0.507, 1.445)
H (0.595, -2.496, -0.370)
H (2.187, -1.308, 0.146)
H (1.364, -0.705, -1.399)
H (1.802, 1.422, -0.025)

Summary:
HOMO ... -0.3235 hartree
E_LUMO ... 0.9 eV
Net charge ... 0
Molar mass ... 107.1 g mol⁻¹


Stability check: which of them is least stable? entry two.